28
Properties=species:S:1:pos:R:3:forces:R:3 method="wB97M-V/def2-TZVPD" energy_ha=-499.42695 multiplicity=1 de_lowest_kcal_mol=66.17 e_homo_ev=-13.71 charge=+1 gap_ev=10.800
C 0.593 -2.187 -1.075 -1.4 2.1 0.6
C -0.522 -1.184 -0.825 0.6 -1.1 -0.3
C 0.744 -0.292 -0.520 1.6 0.7 -1.9
C -1.250 -0.865 -2.169 2.6 -1.1 -0.1
C -1.296 -1.643 0.424 -2.2 0.1 -2.5
C 1.164 0.794 -1.564 -0.3 -2.5 -0.2
C -0.519 1.579 2.383 -2.4 -1.1 0.6
C 0.362 1.606 1.180 -1.7 1.3 -2.2
N 1.606 -1.509 -0.758 0.9 1.2 1.3
N 0.920 0.257 0.880 3.2 -1.6 1.4
O 1.439 2.517 1.253 -0.9 -0.6 1.0
H 0.545 -3.128 -1.474 0.1 -2.5 -0.9
H -1.330 0.195 -2.274 -0.4 0.5 -0.5
H -2.166 -1.356 -2.270 -1.7 -0.5 0.3
H -0.643 -1.358 -3.031 -0.7 1.4 1.3
H -1.812 -0.784 0.861 -0.1 -0.3 0.2
H -0.647 -2.146 1.102 0.3 -0.4 0.7
H -2.090 -2.373 0.015 1.2 1.0 1.1
H 1.695 1.563 -0.997 0.7 -0.2 -1.0
H 0.303 1.225 -2.042 -0.3 0.5 0.0
H 1.629 0.106 -2.392 0.0 2.1 1.5
H 0.023 1.096 3.162 0.7 0.3 1.3
H -0.948 2.583 2.667 0.7 -1.1 -0.3
H -1.402 0.808 2.340 1.4 1.7 -0.6
H -0.290 1.856 0.259 1.2 -0.3 1.2
H 0.548 -0.526 1.400 -0.9 0.2 1.0
H 1.976 0.218 1.330 -2.6 0.4 -2.2
H 1.366 2.946 2.133 0.4 -0.1 -0.7